Record 1
Entry from the OMol25 dataset: a 2-piece molecular cluster, C4H10N overall at a distorted geometry (ωB97M-V with the def2-TZVPD basis set).

Computed properties:
total charge: +1
largest force on an atom: 4.5 eV/A
DFT total energy: -212.7777 Eh
lowest unoccupied orbital energy: -6.00 eV

Atoms and positions in Å:
C 3.24879 0.66016 -0.49344
C 2.29914 0.85842 0.37172
H 3.96325 1.37308 -0.90913
H 3.13752 -0.21152 -1.15932
H 2.33667 1.81410 0.98918
H 1.60942 0.05380 0.69906
C -2.14551 -1.33572 0.71746
C -1.37498 0.80251 -0.41187
N -1.82342 -0.41397 -0.41327
H -1.50654 -1.32115 1.58493
H -3.21619 -1.43813 0.96590
H -1.73617 -2.31632 0.26849
H -0.47371 0.88569 0.20189
H -1.89962 1.33649 -1.14395
H -2.41865 -0.74744 -1.26765

Cartesian forces, eV/Å:
0.050 -0.960 -3.129
-0.502 1.632 2.809
-0.130 0.073 0.813
0.507 0.016 0.606
-0.398 -1.370 -0.691
0.404 0.572 -0.381
2.533 -3.406 -1.512
0.490 -3.573 0.358
-3.255 -0.239 -0.631
0.105 1.178 0.360
0.536 0.610 -0.537
-1.329 0.894 0.762
-0.679 1.440 0.444
0.690 1.805 -1.250
0.977 1.329 1.979

***

Record 2
Entry from the OMol25 dataset: an isolated ion of composition C4H10N and charge +1 at a distorted geometry (ωB97M-V with the def2-TZVPD basis set).

Computed properties:
total charge: +1
largest force on an atom: 4.6 eV/A
DFT total energy: -212.8263 Eh
SMILES string: C=C([NH3+])CC
lowest unoccupied orbital energy: -4.03 eV

Atoms and positions in Å:
C -0.81976 -1.84516 -0.09735
C -0.92893 -0.33890 0.14249
C 0.25234 0.50918 -0.09223
C 0.62855 0.66084 -1.42619
N 0.86460 1.17643 1.10484
H -1.86450 -2.23164 -0.40011
H -0.08014 -2.26338 -0.71558
H -0.49332 -2.35270 0.83763
H -1.90389 -0.04216 -0.55746
H -1.25091 -0.23541 1.26208
H 0.19172 -0.06768 -2.19175
H 1.52007 1.20831 -1.58724
H 1.41394 0.44793 1.57682
H 0.22789 1.31533 1.91619
H 1.39368 2.07060 0.96520

Cartesian forces, eV/Å:
-1.769 -1.297 1.753
-3.662 -0.091 1.123
-0.398 0.373 -4.520
-0.282 -1.533 3.713
0.019 -0.254 0.693
1.878 0.361 0.582
0.843 0.279 -1.753
-0.739 0.258 -0.188
2.735 0.016 2.019
0.107 0.009 -1.975
0.530 1.577 1.187
0.612 0.624 -0.904
0.996 0.277 -0.511
-0.570 0.502 -1.105
-0.299 -1.102 -0.116

***

Record 3
Entry from the OMol25 dataset: an isolated ion of composition C4H10N2 and charge -1 at a distorted geometry (ωB97M-V with the def2-TZVPD basis set).

Computed properties:
total charge: -1
spin multiplicity: 2
largest force on an atom: 1.3 eV/A
DFT total energy: -267.8370 Eh
lowest unoccupied orbital energy (spin up / spin down): 4.35 / 4.27 eV
expectation value of S²: 0.751

Atoms and positions in Å:
C 1.42226 0.16115 0.51576
C -0.04181 0.28762 0.90768
C -1.00093 0.20763 -0.25208
C -2.10125 -0.51428 -0.19969
N -0.72963 1.08063 -1.35893
N 1.71678 -0.97606 -0.37613
H 1.79686 1.07846 0.06693
H 1.98841 0.01468 1.43600
H -0.24918 1.20584 1.48272
H -0.26927 -0.55775 1.56968
H -2.67679 -0.68076 -1.10082
H -2.41017 -1.08645 0.66342
H 0.16165 0.83471 -1.78763
H -0.51989 2.00583 -0.97422
H 0.85227 -1.32064 -0.78898
H 2.06069 -1.74060 0.19628

Cartesian forces, eV/Å:
0.000 0.051 0.033
-0.491 -0.559 0.049
0.855 0.581 0.697
-0.737 -0.816 -0.678
0.172 0.010 -0.554
-0.090 -0.136 0.038
-0.096 0.164 -0.105
0.171 0.075 0.150
0.304 0.180 -0.073
0.007 0.129 0.075
-0.294 0.438 0.033
0.337 -0.090 0.180
-0.053 -0.172 0.040
-0.185 0.132 0.126
0.115 0.068 0.033
-0.014 -0.055 -0.042

***

Record 4
Entry from the OMol25 dataset: a 2-piece molecular cluster, C4H10N2 overall at a distorted geometry (ωB97M-V with the def2-TZVPD basis set).

Computed properties:
total charge: -1
spin multiplicity: 2
largest force on an atom: 5.8 eV/A
DFT total energy: -267.7050 Eh
lowest unoccupied orbital energy (spin up / spin down): 3.86 / 3.85 eV
expectation value of S²: 0.758

Atoms and positions in Å:
C -2.09397 1.47669 -1.43610
C -0.70764 1.17527 -0.82291
C -0.20759 2.07054 0.02483
H -2.51049 2.15885 -0.65382
H -2.53863 0.39363 -1.44798
H -2.24159 2.03117 -2.33657
H 0.14898 0.76102 -1.45532
H 0.29457 1.88416 1.03534
H -0.17480 3.06358 -0.36187
N 0.76859 -2.97534 1.39769
C 1.56243 -1.88318 1.36764
N 2.00262 -1.43550 0.19984
H -0.07145 -2.50319 0.90615
H 1.05083 -3.74438 0.77740
H 1.92872 -1.63985 2.35395
H 2.78941 -0.83349 0.45171

Cartesian forces, eV/Å:
0.426 -1.898 1.998
-0.071 -2.983 -3.224
1.768 2.359 4.332
-0.381 -0.978 -0.381
-0.214 2.221 -0.320
0.234 0.149 -1.431
-1.453 -0.847 0.104
-0.025 0.135 -1.562
-0.306 1.767 0.558
-4.736 -1.094 -0.843
4.225 1.304 -3.752
-0.134 -1.011 3.845
0.691 -1.708 0.867
0.079 0.855 0.058
0.266 0.984 0.161
-0.367 0.745 -0.411

***

Record 5
Entry from the OMol25 dataset: a 2-piece molecular cluster, C4H10N2 overall at a distorted geometry (ωB97M-V with the def2-TZVPD basis set).

Computed properties:
largest force on an atom: 1.8 eV/A
DFT total energy: -267.8409 Eh
SMILES string: C=CCN.C=N
lowest unoccupied orbital energy: 1.17 eV

Atoms and positions in Å:
N -0.75761 -0.28392 -2.71292
C 0.54510 0.22434 -2.30591
C 1.57208 -0.09754 -0.02979
C 0.53540 0.34002 -0.77394
H -0.83981 -0.11638 -3.71347
H -1.51794 0.26822 -2.30716
H 0.79758 1.26618 -2.74891
H 1.32728 -0.49026 -2.64296
H 1.55647 -0.06781 1.04630
H 2.42473 -0.51658 -0.58396
H -0.31511 0.82860 -0.27019
C -0.32910 0.03945 3.22092
N -1.47725 -0.26060 2.74987
H 0.31586 0.68378 2.61829
H -0.01173 -0.29204 4.22754
H -2.03417 -0.78971 3.44819

Cartesian forces, eV/Å:
-0.408 0.366 -0.783
0.238 1.333 0.762
-0.917 0.225 -1.572
1.430 -0.270 0.312
-0.163 -0.309 0.047
0.412 -0.176 0.051
-0.332 -1.434 0.561
-0.413 0.515 0.324
0.234 0.041 0.058
-0.259 0.023 0.660
0.223 -0.367 -0.463
-1.153 -0.302 0.138
0.372 0.137 0.723
0.076 -0.266 0.210
0.155 0.313 -0.480
0.504 0.170 -0.547

***

Record 6
Entry from the OMol25 dataset: a 2-piece molecular cluster, C4H10N2 overall at a distorted geometry (ωB97M-V with the def2-TZVPD basis set).

Computed properties:
largest force on an atom: 2.5 eV/A
DFT total energy: -267.8693 Eh
SMILES string: [H]/N=C/N.C=CC
lowest unoccupied orbital energy: 1.03 eV

Atoms and positions in Å:
C -1.79127 -1.61766 -0.28942
C -0.54397 -1.98685 0.48577
C 0.64756 -1.56877 0.08790
H -2.18906 -2.54794 -0.70355
H -1.52033 -0.93533 -1.08622
H -2.54027 -1.25118 0.41134
H -0.62371 -2.63707 1.34872
H 1.57275 -1.88900 0.55471
H 0.83087 -1.09169 -0.86957
N 0.01798 1.74011 0.35337
C 1.12019 2.49837 0.08045
N 2.21713 2.05620 -0.37871
H 0.16918 0.76084 0.54681
H -0.90572 2.12095 0.30326
H 0.82881 3.55698 0.02612
H 2.70986 2.79204 -0.87097

Cartesian forces, eV/Å:
0.516 -1.101 0.866
-0.053 0.516 -0.626
0.874 -0.822 -0.324
-0.171 0.152 -0.210
-0.315 0.225 -0.039
-0.147 0.378 -0.280
-0.148 0.138 0.137
-0.149 0.057 0.330
-0.370 0.440 0.136
0.911 -0.607 0.952
-1.286 0.921 -1.944
-0.051 -0.563 0.097
-0.359 -0.062 -0.244
0.082 0.096 0.331
0.262 0.040 0.122
0.406 0.194 0.697